Record 1
Computed, not measured: C37H29BrClF5O4OsSi as an isolated structure, with ωB97M-V with the def2-TZVPD basis set.

Its total charge is -2. Its multiplicity is 5. The gap between HOMO and LUMO (alpha / beta) comes out at 4.505 / 6.246 eV. For the energy above the lowest of the compared OMol25 structures with the same formula, charge and spin, the calculation gives 38.5 kJ/mol.

Each line ends with the natural charge from an NBO analysis.
Positions of all 79 atoms, in Å:
1 Os -0.35 -0.40 -0.83  1.09
2 C -3.49 -1.09 -2.79  -0.60
3 C -3.41 -1.32 -1.26  -0.18
4 C -4.28 -2.55 -0.96  -0.59
5 C -1.97 -1.62 -0.86  -0.49
6 C -3.99 -0.12 -0.49  0.00
7 C -4.23 1.11 -1.08  -0.19
8 C -4.82 2.15 -0.37  -0.19
9 C -5.20 1.96 0.95  -0.23
10 C -4.93 0.75 1.56  -0.25
11 C -4.32 -0.27 0.85  -0.17
12 H -3.16 -1.99 -3.30  0.21
13 H -2.84 -0.27 -3.09  0.22
14 H -4.52 -0.86 -3.09  0.19
15 H -3.99 -3.38 -1.61  0.20
16 H -5.34 -2.32 -1.14  0.19
17 H -4.17 -2.88 0.07  0.20
18 H -1.81 -2.68 -0.69  0.17
19 H -3.93 1.30 -2.10  0.22
20 H -4.96 3.11 -0.84  0.21
21 H -5.66 2.77 1.50  0.19
22 H -5.20 0.60 2.60  0.19
23 H -4.08 -1.20 1.36  0.20
24 C -0.57 3.30 3.89  -0.24
25 C 0.64 2.85 3.40  -0.22
26 C 0.71 1.65 2.71  -0.22
27 C -0.43 0.87 2.49  -0.43
28 C -1.65 1.36 2.97  -0.14
29 C -1.72 2.55 3.67  -0.24
30 Si -0.31 -0.80 1.54  0.85
31 C 1.26 -1.56 2.39  -0.32
32 C 2.16 -2.35 1.67  -0.25
33 C 3.32 -2.85 2.26  -0.22
34 C 3.60 -2.58 3.59  -0.24
35 C 2.70 -1.83 4.33  -0.24
36 C 1.55 -1.32 3.74  -0.23
37 H -0.62 4.24 4.44  0.19
38 H 1.54 3.44 3.55  0.20
39 H 1.66 1.30 2.33  0.21
40 H -2.55 0.79 2.78  0.20
41 H -2.68 2.91 4.03  0.20
42 H -1.35 -1.60 2.28  -0.21
43 H 1.95 -2.58 0.63  0.25
44 H 4.01 -3.44 1.67  0.20
45 H 4.51 -2.95 4.04  0.19
46 H 2.90 -1.63 5.38  0.19
47 H 0.87 -0.73 4.33  0.21
48 F 0.21 1.52 -3.29  -0.33
49 C 0.12 0.27 -3.78  0.35
50 C -0.14 -0.79 -2.92  -0.44
51 C -0.17 -2.02 -3.57  0.37
52 F -0.37 -3.16 -2.86  -0.33
53 C 0.01 -2.20 -4.93  0.22
54 F -0.04 -3.42 -5.49  -0.32
55 C 0.23 -1.10 -5.74  0.24
56 F 0.37 -1.24 -7.07  -0.32
57 C 0.29 0.15 -5.15  0.23
58 F 0.51 1.23 -5.93  -0.31
59 Br 8.49 0.39 0.69  -0.01
60 C 6.66 0.16 0.18  -0.07
61 C 5.69 0.91 0.81  -0.27
62 C 4.36 0.72 0.45  -0.10
63 C 4.01 -0.23 -0.50  -0.13
64 C 5.02 -0.97 -1.13  -0.16
65 C 6.35 -0.77 -0.80  -0.26
66 C 2.57 -0.52 -0.79  0.76
67 O 2.26 -1.66 -1.17  -0.70
68 O 1.75 0.42 -0.53  -0.76
69 H 5.95 1.63 1.57  0.22
70 H 3.58 1.29 0.93  0.23
71 H 4.74 -1.71 -1.87  0.23
72 H 7.13 -1.33 -1.29  0.21
73 Cl 1.03 4.92 -0.99  -0.11
74 C 0.55 3.27 -0.54  -0.49
75 C -0.96 3.00 -0.69  0.78
76 O -1.75 3.94 -0.73  -0.69
77 O -1.27 1.76 -0.72  -0.80
78 H 0.83 3.13 0.50  0.23
79 H 1.12 2.57 -1.15  0.24

Record 2
Computed, not measured: C22H17BaBr2F3N3O as an isolated structure, with ωB97M-V with the def2-TZVPD basis set.

Its total charge is +1. The gap between HOMO and LUMO comes out at 6.933 eV. For the energy above the lowest of the compared OMol25 structures with the same formula, charge and spin, the calculation gives 85.0 kJ/mol.

Each line ends with the Mulliken charge.
Positions of all 49 atoms, in Å:
1 Ba 0.74 -0.15 1.10  1.74
2 C -0.58 3.66 0.65  -1.09
3 C 0.89 3.51 0.45  0.76
4 C 1.65 4.65 0.67  -0.85
5 C 3.01 4.60 0.62  -0.73
6 C 3.61 3.39 0.21  0.92
7 C 5.03 3.18 0.28  -0.22
8 Br 6.17 4.54 0.94  -0.20
9 C 5.57 1.99 -0.07  -0.58
10 C 4.75 0.94 -0.39  0.14
11 Br 5.56 -0.75 -0.65  -0.16
12 C 3.35 1.02 -0.37  0.01
13 O 2.60 -0.08 -0.47  -0.63
14 C 2.81 2.28 -0.09  0.56
15 N 1.42 2.37 0.11  -0.80
16 H -0.99 4.68 0.46  0.40
17 H -0.78 3.26 1.64  0.29
18 H -1.15 2.99 0.00  0.17
19 H 1.19 5.59 0.86  0.42
20 H 3.55 5.52 0.73  0.41
21 H 6.65 1.79 0.05  0.37
22 F -6.53 -1.90 -1.39  -0.24
23 C -6.19 -1.53 -0.17  0.82
24 F -6.42 -2.67 0.54  -0.26
25 F -7.08 -0.63 0.24  -0.25
26 C -4.77 -1.02 -0.04  0.21
27 C -3.77 -1.98 0.07  -0.71
28 C -2.46 -1.49 0.31  -0.26
29 N -2.18 -0.18 0.33  0.10
30 C -3.12 0.65 0.11  -0.10
31 C -4.48 0.33 -0.01  -1.03
32 H -4.02 -3.00 0.13  0.58
33 H -1.66 -2.21 0.55  0.40
34 H -2.82 1.71 0.15  0.16
35 H -5.18 1.04 -0.17  0.61
36 N 2.27 -2.56 0.64  -0.31
37 C 1.15 -3.04 -0.12  0.45
38 C 0.63 -2.27 -1.19  0.12
39 C -0.62 -2.64 -1.78  -0.46
40 C -1.23 -3.82 -1.34  -0.65
41 C -0.70 -4.61 -0.32  -0.69
42 C 0.47 -4.18 0.33  -0.68
43 H 2.83 -3.24 1.14  0.24
44 H 2.86 -1.85 0.15  0.09
45 H 1.18 -1.44 -1.65  0.34
46 H -0.96 -2.01 -2.59  0.50
47 H -2.05 -4.21 -1.94  0.42
48 H -1.19 -5.49 0.10  0.40
49 H 1.00 -4.75 1.16  0.28

Record 3
Computed, not measured: a 2-piece molecular cluster, C2HF3NOS overall, with ωB97M-V with the def2-TZVPD basis set.

Its total charge is -1. The gap between HOMO and LUMO comes out at 7.133 eV. For the energy above the lowest of the compared OMol25 structures with the same formula, charge and spin, the calculation gives 119.1 kJ/mol.

Each line ends with the natural charge from an NBO analysis.
Positions of all 9 atoms, in Å:
1 C -2.77 0.83 -0.05  0.79
2 C 1.07 0.61 0.00  0.80
3 N -1.86 0.08 0.14  -0.69
4 O -3.65 1.63 -0.05  -0.62
5 F 2.33 0.10 -0.02  -0.38
6 F 0.94 1.46 -1.00  -0.33
7 F 0.96 1.33 1.11  -0.35
8 S -1.42 -1.58 0.02  -0.41
9 H 0.49 -0.37 0.14  0.19

Record 4
Computed, not measured: one molecule with the formula CH2Cl2N2O2, with ωB97M-V with the def2-TZVPD basis set.

The gap between HOMO and LUMO (alpha / beta) comes out at 7.842 / 7.516 eV. For the energy above the lowest of the compared OMol25 structures with the same formula, charge and spin, the calculation gives 416.7 kJ/mol.

Each line ends with the natural charge from an NBO analysis.
Positions of all 9 atoms, in Å:
1 C 0.49 1.06 0.77  -0.18
2 N 0.71 -1.30 -1.34  -0.51
3 N -0.61 0.41 0.54  0.34
4 O -1.59 0.60 -0.17  -0.45
5 O -0.48 -0.81 1.13  -0.45
6 Cl 0.12 -2.21 -0.21  0.66
7 Cl -0.33 -0.68 -2.58  0.17
8 H 0.35 2.13 0.48  0.20
9 H 1.34 0.81 1.38  0.23

no.,calculated total energy (eV)
1,-153526.832
2,-178535.886
3,-24616.802
4,-33180.000